# C3H8N2S

A molecular structure, C3H8N2S at a distorted geometry (wB97M-V/def2-TZVPD, the OMol25 dataset).

Properties
LUMO level, eV: 0.41
Frontier orbital gap, eV: 8.580
Largest force on an atom, Eh/bohr: 0.119
Calculated total energy, a.u.: -626.6471
Charge: 0

Last column: Löwdin charge in e.
Atoms and positions in Å:
C  0.2233  1.6750  0.0437  -0.184
C  1.2034  -0.6369  -0.1644  -0.064
C  -1.2086  -0.2739  -0.1994  -1.081
H  0.2550  2.3972  1.2061  0.176
H  -0.2997  2.2532  -0.9203  0.125
H  1.3889  1.8541  -0.1859  0.077
H  1.2985  -1.0742  0.8592  0.064
H  0.9477  -1.4807  -0.7953  0.055
H  2.3322  -0.1571  -0.4663  0.151
H  -1.9652  -2.1706  0.1156  0.073
H  -0.3996  -1.4748  1.0223  0.226
N  -0.0337  0.3219  -0.3318  -0.253
N  -1.0888  -1.6626  -0.0727  0.002
S  -2.6534  0.4294  -0.1108  0.634